No. 1
A 2-piece molecular cluster, CH5N3OS overall in a non-equilibrium geometry. Source: the Open Molecules 2025 dataset; level of theory: the ωB97M-V functional and the def2-TZVPD basis.

Its charge is 0. As for the spin multiplicity: 1. The energy above the lowest of the compared OMol25 structures with the same formula, charge and spin comes out at 101.5 kcal per mole. The HOMO-LUMO gap is 0.3174 Eh. The largest force on an atom is 7.016 eV Å⁻¹. As for the LUMO energy: -0.017 hartree.

Geometry as XYZ:
```
11
Properties=species:S:1:pos:R:3:forces:R:3
C 0.02736 0.55341 0.02466 -1.7 -3.9 -1.1
H -2.67445 0.40301 -1.01433 0.3 0.6 -0.9
H -0.24025 -1.45782 -0.15671 -2.0 1.3 -0.4
H 0.55726 2.21500 -0.18808 -1.2 0.4 0.2
H 1.90822 0.37434 1.09221 -1.5 0.2 -4.7
H 1.16623 -1.66065 0.69038 1.7 1.5 -2.8
N -0.79472 -0.59246 0.07443 -0.2 0.5 0.1
N -0.35866 1.73069 -0.02308 1.2 1.9 0.0
N 1.37111 0.15026 -0.25300 3.2 0.2 6.2
O 1.59036 -1.25965 -0.21298 -1.4 -1.5 2.2
S -2.55246 -0.45613 -0.03353 1.6 -1.1 1.2
```
Positions in Å, forces in eV/Å.

No. 2
CH5N3 as an isolated structure in a non-equilibrium geometry. Source: the Open Molecules 2025 dataset; level of theory: the ωB97M-V functional and the def2-TZVPD basis.

Its charge is 0. As for the spin multiplicity: 1. The energy above the lowest of the compared OMol25 structures with the same formula, charge and spin comes out at 103.5 kcal per mole. The HOMO-LUMO gap is 0.3285 Eh. The largest force on an atom is 2.863 eV Å⁻¹. As for the LUMO energy: 0.038 hartree.

Geometry as XYZ:
```
9
Properties=species:S:1:pos:R:3:forces:R:3
N 1.95097 -0.61436 -0.07294 0.1 1.6 1.1
N -1.61410 0.20776 0.39362 0.0 0.1 0.0
C -0.41464 -0.11945 -0.21023 0.6 -0.5 0.2
N 0.68710 -0.17460 0.43689 -2.8 -0.5 0.0
H 1.95557 -0.48224 -1.09259 0.0 0.2 0.1
H 1.75880 0.39718 0.68004 2.0 -1.1 -1.4
H -1.53176 0.63806 1.30316 0.0 0.0 -0.1
H -2.30899 0.63134 -0.20102 0.1 0.0 0.1
H -0.48295 -0.48369 -1.23694 0.0 0.1 0.0
```
Positions in Å, forces in eV/Å.